Entry 1:
C37H66Cl16F3N2O2S | wB97M-V/def2-TZVPD

Summary:
E_HOMO in eV: -10.77
E_LUMO in eV: -1.97
Electronic energy in eV: -265851.34537

```
! wB97M-V def2-TZVPD RIJCOSX def2/J DEFGRID3
* xyz 1 1
C -0.7905 -1.6604 0.9683
H -1.0034 -5.5922 0.9437
C -0.2957 -5.7512 -1.0195
H -3.1398 0.7478 -3.9368
Cl 1.6643 1.2975 7.0774
H -3.5604 -0.1033 8.3273
C 1.5004 -1.4819 1.7290
C 4.4148 -0.5282 3.7136
C -5.9232 -0.2378 -2.8586
H 0.5553 -4.8928 0.8099
C -0.4013 -4.9683 0.3033
H -2.7527 -2.1312 -3.2376
Cl -4.4745 3.6399 -2.6963
H 2.7012 0.9784 0.6269
H 3.2198 0.2736 8.5179
F 1.9882 1.8459 2.9735
C -4.8114 -0.6253 -3.8318
H -5.0180 -0.1191 -4.7648
H 1.4586 8.0845 -8.9910
C 0.2719 -0.5844 1.4135
C 1.7536 1.4815 0.6460
S -2.5228 -1.1263 1.0333
H 4.0625 -2.1576 0.8622
C -2.6937 -0.6469 7.9730
C -1.2363 -2.2478 -1.5348
H 4.6325 0.1519 2.9065
Cl 3.5741 7.0580 -8.8900
Cl 0.1498 5.3641 -3.8285
H 1.7540 0.7957 9.3744
C -3.4626 -0.0784 -3.3139
C -2.1934 2.9770 1.8892
C -0.2599 -0.0982 2.8254
H 3.6474 -2.5129 -2.4079
H -0.2980 1.1268 0.1585
H 2.8061 3.5265 -9.2452
O 2.5950 -0.7724 2.2166
H 2.7393 -0.3517 -0.9798
C -2.7267 3.7555 -2.4863
C 2.1386 0.3242 8.4782
H -2.8943 -1.7109 7.9749
H -1.6116 1.7578 -6.0223
H 5.2559 -1.2014 3.7900
H 4.3206 0.0606 4.6095
C 0.5244 -7.0220 -0.9481
Cl 1.9418 8.0810 -6.6911
C 2.3521 8.2444 -8.4007
H 1.1719 -7.3303 6.9566
Cl -3.5701 1.3462 -7.2382
H -1.8032 -1.0875 -4.2677
H 1.1470 -2.0997 2.5505
C 0.9573 -2.6422 -0.5646
C -0.9159 1.2605 2.8377
H 4.4268 -0.5246 -0.6270
O -1.1529 -3.7925 0.0379
H -0.7493 -2.8958 -2.2477
H -5.8055 -0.8512 -1.9713
H -1.3168 -6.0443 -1.2289
Cl 0.3075 2.4363 -3.6958
N 3.8193 -1.5196 -2.3155
C 3.1340 -1.3060 3.4098
C -0.8171 2.0831 3.9349
H -1.6841 -0.0901 -1.5222
Cl 2.8564 3.1695 -6.9147
H -5.7462 0.7705 -2.5404
H 1.5677 -6.8010 -1.1150
H 0.2302 -7.6358 -1.7864
H 3.6189 -3.1302 -0.4658
C -2.3686 -1.1213 -3.3398
H -0.0123 -5.1065 -1.8384
C 1.6338 -6.9949 7.8727
Cl -2.1672 2.9024 -1.0292
H -3.7543 5.0124 3.1621
H -2.7511 3.3903 1.0616
Cl 1.4945 -1.3201 8.3832
H -1.2731 1.4112 -7.7255
H -3.1487 -2.2770 0.7577
H 0.3497 -7.6172 -0.0773
F 0.8526 3.3027 1.8554
H 1.5114 3.9104 -5.0822
H 1.7835 2.1241 -0.2226
Cl 3.1682 -7.8371 8.0860
H -1.2658 3.8902 4.8126
H -0.7435 -2.3440 1.7973
Cl 1.8603 -5.2472 7.7879
H -2.2679 5.7316 3.7001
H -0.2788 1.8138 4.8232
H -2.2269 -2.6409 -1.4330
Cl -2.3591 -0.0768 6.3246
H -4.7752 -1.6860 -4.0271
Cl -1.4918 -0.5555 -6.4477
H -0.9296 -0.8174 3.2821
H -2.4610 4.7996 -2.3900
N -0.4679 -2.5618 -0.2335
C -2.0729 3.7494 2.9348
C 1.8122 2.4198 1.8116
C 3.3553 -2.2155 0.0590
C -1.8614 1.1307 -6.8617
C -1.3878 3.2671 3.9463
H -1.7775 1.2194 0.9441
C 1.9454 -2.4482 0.5793
H -6.9172 -0.3879 -3.2461
H 2.0368 -3.4151 1.0626
H 3.1440 -1.0969 -2.9341
C 3.5451 -1.0716 -0.9286
H 2.7451 9.2377 -8.5756
H 0.8308 0.0478 -0.4979
C 2.3274 3.9962 -8.3946
H 2.6143 5.0413 -8.3261
C -1.3528 -0.8910 -2.1590
H 2.0252 4.0222 -3.3808
H -2.6259 5.5908 1.9956
C 0.5631 0.5385 0.4309
C -1.6474 1.7789 1.8524
C -2.6965 5.0890 2.9471
H 1.1873 -1.8798 -1.2936
F 2.9416 3.1479 1.6335
H -0.4103 -0.5762 -2.5936
H 0.9930 -7.2193 8.7165
H 2.4809 -1.1676 4.2593
H -3.6185 0.3334 -2.3282
H 3.4102 -2.3493 3.2941
Cl -1.3593 -0.2482 9.0706
C 1.1768 3.9461 -4.0499
H 0.5672 -0.0653 3.5141
H -2.2422 3.3273 -3.3521
Cl 0.5758 3.8991 -8.5989
H 1.2348 -3.5406 -1.0884
*
```



Entry 2:
C37H67AsCaClFN4Si4 | wB97M-V/def2-TZVPD

Summary:
ΔE to the lowest compared entry with this formula, charge and spin in kcal/mol: 2.17
E_HOMO in eV: -1.89
E_LUMO in eV: 4.33
Electronic energy in eV: -171451.86917

```
! wB97M-V def2-TZVPD RIJCOSX def2/J DEFGRID3
* xyz -2 1
H 4.2159 5.0347 -0.5242
H -0.3115 -6.3716 -3.2704
H -2.7258 4.3261 -3.1184
H 2.4488 2.5386 -0.4597
Si -1.0578 -4.3909 -1.9032
H -1.2099 2.3903 5.6210
C -2.5219 -4.3101 -0.7139
H 3.3192 0.6137 -1.3502
H -1.8721 -4.0804 2.9642
H -4.0849 3.4212 0.2470
H 2.1400 -6.1158 -3.3751
H -0.5108 -0.7570 -4.6162
H -4.1924 3.8872 -2.2323
H 3.5328 4.3391 0.9532
C -0.4566 0.2998 -4.3902
C 2.2659 -2.1700 -3.6997
H -2.7350 1.8058 4.9545
H -0.8620 0.9904 -6.3936
H -1.8732 6.3592 -0.5590
C 1.8124 -2.5121 2.9128
H 3.9093 -1.0157 -1.2009
H 2.3297 2.8149 -2.9069
C 1.4044 4.3325 -0.8103
H -2.2417 2.7367 -1.2607
C 3.2695 -0.2771 -0.7115
Si 0.0094 -2.5764 3.5079
H 1.2075 -5.0632 -4.4475
C 0.1727 3.6830 -1.0578
H 1.3830 -0.6422 5.7814
H -1.6328 -2.2921 -3.1287
H -2.4758 -3.6820 -3.8385
H 0.9941 2.6719 2.2346
H 2.4243 -1.2656 -3.1089
C -0.8778 -3.9167 2.5373
N 0.4488 1.8894 1.8896
H 3.3498 4.2576 -2.8062
H 0.6600 -2.6599 5.9762
C -2.3865 3.7938 -1.0383
C -0.1874 0.6812 -3.1053
C -0.5541 2.6015 -4.9884
Si -0.9729 -0.0118 5.0790
H -1.9351 -0.0357 7.3993
N 1.2231 0.6816 1.9290
H 2.2914 -3.4730 3.1267
C 2.1366 -5.1466 -3.8782
C -3.1069 3.8969 0.3027
C -2.2282 -0.7044 0.1442
H 2.3753 6.1787 -0.3281
H 4.8268 -3.7440 -2.7505
H -0.7599 -3.4049 -4.1834
H 1.3175 0.9540 5.0397
H -0.8189 -3.5666 5.6461
C -1.7659 -0.6718 2.4430
H -2.9818 -0.9041 6.2638
Ca 0.8838 -0.8327 -0.0207
H 1.2949 -2.0754 -4.1896
H -2.0516 -6.4400 -2.9374
N 0.1922 2.3046 -1.3574
C 3.8353 4.1135 -0.0724
C 0.7926 0.2733 5.7169
H -3.2521 4.9442 0.5867
H 0.2361 2.0740 0.9152
N -1.3779 -0.9491 1.1539
C -0.0857 2.0195 -2.6351
H 0.7521 -4.2387 5.1921
C -3.0558 -0.0782 2.6204
H 4.2689 -3.1621 -1.1720
C -1.6493 1.7421 4.8554
H -0.2061 4.0206 -3.4320
C 0.2585 6.4301 -0.4498
H 3.0356 -2.2080 -4.4786
C -1.9407 -0.7279 6.5504
C 2.6833 3.5209 -0.8791
H 0.2919 7.4899 -0.2237
C -0.9522 5.7919 -0.6482
C -0.9388 -1.0102 3.5519
C -0.2834 2.9696 -3.6815
H -2.3705 -4.9994 0.1198
H -0.6890 3.3835 -5.7290
C -3.8827 0.1789 1.5680
H 4.6535 3.3932 -0.0285
C -0.6512 1.2732 -5.3711
C 3.1163 3.2992 -2.3304
H -4.0893 0.0330 -0.6045
C 1.4268 5.6895 -0.5150
H 4.2213 -4.8878 -1.5336
As 0.8946 -3.8135 -0.8173
C -1.0737 -6.1875 -2.5123
Cl 4.3365 0.2243 0.7510
H 2.2250 0.8551 1.9609
H 2.3833 -1.7349 3.4299
H -2.6704 -3.3148 -0.2916
H -4.8602 0.6142 1.7454
H -2.5389 3.4033 1.0914
H 4.0080 2.6679 -2.3687
H -3.3954 0.1109 3.6297
H 0.7775 0.7376 6.7085
H -0.8783 -6.8600 -1.6735
H -1.5238 -1.6802 6.8838
H -1.8778 -0.9897 -0.8460
H 2.9685 -5.1220 -4.5908
H -3.4398 5.4625 -1.9598
C -3.4727 -0.1431 0.2661
C 0.1695 -3.3142 5.2533
C 4.0821 -3.8919 -1.9615
Si 2.3243 -3.7260 -2.6331
H -0.9957 -3.6469 1.4899
C -1.5278 -3.3428 -3.4073
F 0.0010 -0.3546 -2.1922
C -3.2329 4.4060 -2.1557
C -1.0216 4.4314 -0.9348
H -1.3667 2.1291 3.8735
H 0.9178 0.1562 2.7488
H -3.4402 -4.6009 -1.2358
H -0.3201 -4.8569 2.5735
H 1.9526 -2.3715 1.8373
*
```



Entry 3:
C37H67Br2ClIN3O2Si2 | wB97M-V/def2-TZVPD

Summary:
ΔE to the lowest compared entry with this formula, charge and spin in kcal/mol: 145.77
E_HOMO in eV: -4.68
E_LUMO in eV: -1.56
Electronic energy in eV: -224473.71715

```
! wB97M-V def2-TZVPD RIJCOSX def2/J DEFGRID3
* xyz 0 1
H -0.7072 -6.6647 0.1148
C 2.7640 0.8789 3.1401
H -2.6444 3.7043 -0.0251
C 5.4862 4.0535 0.3600
C -3.1006 -1.9292 -0.6148
H -4.6683 -2.5394 0.9595
H -4.8589 6.4674 4.1994
H -1.1589 -5.2496 -0.8556
C -4.5831 6.0343 -0.0083
H -0.5371 2.3954 -2.0973
H 10.4064 2.3803 2.7837
H -3.4930 -3.9388 0.3871
O -5.1485 3.3467 -2.2079
H 3.5125 2.8833 -1.0847
C -0.8580 -0.4254 -0.5807
C 2.3959 4.9244 -1.0111
C 7.0308 3.5462 0.3637
H -6.2935 -10.0368 -2.3833
H 7.3484 3.1077 1.3733
C 2.2929 0.6293 1.6148
C 8.0759 4.6829 -0.0905
H 10.8954 4.1522 3.1747
C -0.0826 2.0473 -1.0915
H 4.9330 5.7238 -1.0438
O 10.0788 3.7754 1.2306
H 1.4093 -0.3890 -0.4804
H 9.1108 3.7013 3.1803
H -2.1888 0.7051 1.6744
H 0.7086 -1.8250 0.3956
C -1.3093 -7.7259 -2.8906
Si -4.0251 -9.8270 -1.3968
C -1.5502 -6.1266 -0.3255
H -3.4522 0.9933 -0.5331
C -3.8743 -6.1886 -2.2733
H -6.1739 -8.5699 -1.4009
H 1.1873 3.2466 0.4452
C -1.9041 -1.4550 0.0343
H 8.7841 5.4016 1.9003
H 7.0875 2.6829 -0.3942
H 2.6403 5.9627 -1.4342
H -2.2033 -5.7778 0.4798
H -4.3324 -6.6791 -3.1341
H 8.5615 4.4223 -1.1050
H -0.5621 -8.4324 -2.5211
C -4.2672 7.4075 0.6815
H -5.0674 -11.9189 -0.5251
H -4.1027 8.5916 2.7083
I 3.1880 2.9939 3.4550
H -5.4753 -8.6172 -3.0325
C 4.9875 4.5715 -1.0771
N -3.0988 -8.5866 -0.6374
C -2.6184 1.5954 -1.0295
H -5.0614 -10.6535 0.7191
C 0.5470 -0.6915 0.2304
H 3.8123 -0.3109 4.7284
H -2.5053 3.6496 -1.9369
C -4.0954 -3.0122 0.0744
C -4.5348 3.3144 -1.1157
H 1.0396 3.8441 -2.4108
H 0.8798 1.5011 -1.3605
H -2.9676 -10.1182 -3.6410
H -4.4935 5.9977 -1.1426
C 3.5539 3.9357 -1.5294
Cl -0.3166 -0.8331 -2.3218
H -3.5712 -11.5483 0.3552
H 0.7568 -0.7320 2.4477
H 3.6131 3.8296 -2.6647
H 2.9501 -0.2177 1.1784
H -3.9767 8.3126 0.0580
H 0.2026 5.3125 -1.5976
C -5.0765 4.9581 2.3642
C 0.7657 0.0513 1.5955
C 0.3249 3.3827 -0.2988
H -3.4717 -5.2286 -2.6203
C -1.2168 1.1378 -0.3888
H 5.4400 4.8906 1.1470
H -5.3611 4.0653 3.0199
Br -3.6652 -1.3105 -2.3900
H -2.0838 -11.0224 -2.3945
C -3.0778 -10.7318 -2.7444
Si -2.5036 -7.2368 -1.5242
H -0.5258 3.8908 0.2694
H -6.2886 3.5020 -0.0968
C -2.9221 3.1659 -0.9890
C -4.3521 7.5742 2.2404
C -4.9920 4.7650 0.8055
H 2.5066 4.9910 0.1291
C 0.9014 4.4230 -1.4232
H 5.8230 4.3292 -1.8338
N -5.2810 3.4611 0.1722
C -4.4734 -11.1121 -0.0820
H 7.4985 5.6770 -0.1845
H -4.8439 -3.3883 -0.7195
H -1.7283 2.4543 1.4278
C -4.7754 6.3242 3.0646
C -1.3744 1.3765 1.1987
H -2.5676 1.2990 -2.1468
H 3.8157 -1.1451 3.1000
H 9.9753 5.7444 0.5283
Br -1.7024 -2.2841 1.8624
H -0.7805 -6.8424 -3.2669
H 4.8689 3.1747 0.7689
H 2.4364 1.5234 0.9203
C 3.9548 -0.1100 3.5993
C -5.6411 -9.1964 -2.1214
H 1.8621 0.6132 3.8112
H 4.9861 0.3340 3.3950
H -0.4392 0.9822 2.9812
H -4.6528 -5.9784 -1.5344
C 10.1159 3.4812 2.6464
H 0.4518 2.0338 2.0816
C 9.2615 4.9498 0.9618
N -0.1290 1.1661 2.0005
H -1.8296 -8.1780 -3.7375
H -3.6112 -11.6433 -3.0363
*
```